The following is a quantum chemistry calculation of a 4-piece molecular cluster, C25H56BBrClIN3O4 overall in a non-equilibrium geometry, from the OMol25 dataset.

```
92
Properties=species:S:1:pos:R:3:forces:R:3
C 3.058 -5.332 -0.656 -0.6 0.2 -0.6
C 1.855 -4.383 -1.106 -1.0 -0.6 0.8
C 1.682 -3.070 -0.202 1.4 0.4 -1.8
O 0.289 -2.697 -0.133 1.6 -1.1 2.7
C -0.346 -3.149 1.057 -4.1 1.3 -0.5
Br 0.220 -4.862 1.893 0.6 0.2 -0.4
O -0.615 -2.213 2.098 0.9 -1.6 -1.6
B -1.873 -2.712 2.712 0.0 -1.3 1.0
I -2.957 -1.119 3.856 -0.3 0.6 0.0
O -2.702 -3.458 1.709 2.2 0.1 -2.6
C -1.878 -3.400 0.566 -0.8 0.5 0.2
Cl -2.277 -1.717 -0.187 -0.2 0.1 -0.5
C -2.164 -4.358 -0.668 -0.9 -0.3 0.4
C -2.418 -5.875 -0.301 1.2 -1.2 0.1
O -1.556 -6.742 -0.124 -1.7 2.1 -0.6
H 2.628 -6.275 -0.176 0.7 1.3 -0.6
H 3.679 -4.772 0.103 -0.3 -0.8 -0.9
H 3.654 -5.638 -1.581 -0.5 0.4 1.5
H 0.895 -4.987 -0.953 1.2 0.8 -0.3
H 1.866 -4.108 -2.207 0.2 -0.2 1.4
H 2.202 -2.230 -0.785 -0.8 -0.9 0.9
H 2.211 -3.126 0.793 -0.9 -0.2 -0.9
H -1.761 -3.549 3.565 0.5 0.2 0.4
H -3.132 -3.979 -1.144 1.3 -0.5 0.8
H -1.354 -4.200 -1.443 -0.7 -0.4 1.1
H -3.509 -6.223 -0.239 1.0 0.8 0.0
C 1.203 0.588 -2.923 0.0 0.1 0.0
C 2.523 0.092 -3.497 -0.1 0.1 0.1
N 2.989 0.846 -4.655 0.1 -0.1 -0.4
C 4.104 0.206 -5.346 -0.2 -0.1 -0.1
C 5.425 0.068 -4.589 0.3 0.0 0.0
C 3.113 2.287 -4.475 -0.3 0.1 0.1
C 4.042 2.791 -3.371 0.2 0.2 0.0
H 0.418 0.593 -3.685 0.1 0.0 0.0
H 0.880 -0.071 -2.114 0.0 0.0 0.0
H 1.289 1.595 -2.506 0.0 0.0 0.0
H 2.371 -0.950 -3.795 0.2 0.1 -0.2
H 3.270 0.081 -2.691 0.0 -0.1 0.1
H 4.292 0.732 -6.289 -0.1 0.1 0.1
H 3.781 -0.797 -5.647 -0.1 0.0 0.1
H 5.958 1.017 -4.531 0.0 0.0 0.1
H 6.081 -0.630 -5.118 0.0 0.0 0.0
H 5.289 -0.319 -3.577 0.0 0.0 -0.1
H 2.114 2.695 -4.288 0.0 -0.2 0.0
H 3.413 2.746 -5.424 0.1 -0.3 0.0
H 3.938 2.227 -2.442 0.0 0.0 0.0
H 3.812 3.836 -3.145 0.0 0.0 0.0
H 5.088 2.759 -3.680 0.0 -0.1 0.1
C -8.055 -4.998 7.852 0.0 0.1 0.0
C -6.736 -5.497 7.274 0.0 0.2 0.0
N -6.272 -4.741 6.120 0.0 -0.2 -0.3
C -5.158 -5.381 5.422 -0.1 -0.2 -0.2
C -3.836 -5.525 6.175 0.2 0.0 0.0
C -6.142 -3.300 6.305 -0.3 0.2 0.0
C -5.207 -2.805 7.409 0.2 0.2 0.0
H -8.840 -4.988 7.091 0.1 0.1 0.0
H -8.379 -5.659 8.660 0.0 0.0 0.0
H -7.964 -3.993 8.272 0.0 0.0 0.0
H -6.892 -6.537 6.972 0.2 0.1 -0.2
H -5.988 -5.513 8.079 0.0 -0.1 0.1
H -4.971 -4.852 4.482 -0.1 0.1 0.2
H -5.484 -6.383 5.118 -0.1 0.0 0.1
H -3.301 -4.577 6.234 0.0 0.0 0.0
H -3.183 -6.221 5.641 0.0 0.0 0.0
H -3.970 -5.916 7.186 0.0 0.0 0.0
H -7.139 -2.888 6.496 0.0 -0.2 0.0
H -5.842 -2.839 5.358 0.1 -0.3 0.0
H -5.312 -3.373 8.336 0.0 0.0 0.0
H -5.432 -1.760 7.639 0.0 0.0 0.0
H -4.163 -2.842 7.096 -0.1 0.0 0.1
C 3.287 10.636 -2.551 -0.1 0.0 0.1
C 3.428 9.360 -3.371 -0.1 0.1 0.1
N 3.236 8.138 -2.603 0.2 -0.3 0.1
C 3.629 6.934 -3.331 0.2 0.1 0.0
C 2.830 6.572 -4.583 -0.1 -0.2 -0.1
C 1.987 8.036 -1.858 0.0 0.3 0.2
C 0.679 8.127 -2.645 -0.2 -0.1 0.0
H 3.976 10.636 -1.702 -0.1 -0.1 0.0
H 3.522 11.503 -3.173 0.0 -0.1 0.0
H 2.271 10.772 -2.176 0.1 0.0 0.0
H 4.440 9.357 -3.788 -0.1 -0.3 0.0
H 2.738 9.417 -4.225 0.0 0.1 -0.1
H 3.617 6.079 -2.647 -0.1 0.2 0.1
H 4.680 7.043 -3.622 0.0 0.2 0.1
H 1.857 6.149 -4.332 0.0 0.1 -0.1
H 3.368 5.809 -5.154 0.0 0.0 0.0
H 2.679 7.427 -5.246 0.0 0.0 0.1
H 1.978 8.822 -1.096 0.1 0.0 -0.1
H 1.986 7.106 -1.279 0.2 0.0 -0.2
H 0.694 8.918 -3.397 0.0 0.0 0.0
H -0.147 8.343 -1.962 0.0 0.0 0.0
H 0.439 7.184 -3.139 0.0 0.1 -0.1
```
Positions in Å, forces in eV/Å.

Results
Max |F|, eV Å⁻¹: 4.30
E_HOMO, Ha: -0.181
Charge: -1